Model P:
Entry from the OMol25 dataset: a structure of composition C3H4N2S (ωB97M-V/def2-TZVPD).

```
10
Properties=species:S:1:pos:R:3:nbo_charge:R:1
C 1.0914 0.9804 0.1184 0.181
C 1.7296 -1.3243 -0.2661 -0.364
C 0.8619 -0.3237 -0.2645 -0.086
N 1.3291 2.0778 0.3665 -0.271
N -2.1059 0.7178 0.2619 -0.972
S -1.4665 -0.7789 -0.0058 0.321
H 1.3150 -2.2876 -0.3141 0.219
H 2.6530 -1.0293 -0.5640 0.217
H -2.6961 0.8759 1.0909 0.382
H -2.7115 1.0918 -0.4231 0.373
```

- orbital gap (eV) = 8.85
- HOMO level (eV) = -9.3342

***

Model Q:
Entry from the OMol25 dataset: a cluster of 2 separate species, C3H4N2S in total (ωB97M-V/def2-TZVPD).

```
10
Properties=species:S:1:pos:R:3:nbo_charge:R:1
S 3.4228 -0.1161 0.6879 0.042
N 2.3821 0.5067 -0.2646 -0.369
C 1.2870 1.0927 -0.6024 -0.007
C 1.8482 0.2604 -1.6267 -0.239
H 0.6167 1.9384 -0.7082 0.230
H 1.6209 -0.6980 -1.7639 0.176
H 2.2687 0.7373 -2.6273 0.168
C -1.9413 0.7299 0.4605 0.058
N -1.5844 0.0040 1.2692 -0.277
H -2.4540 1.2784 -0.2436 0.219
```

- orbital gap (spin up / spin down) (eV) = 8.13 / 8.13
- HOMO level (spin up / spin down) (eV) = -8.0933 / -8.0946
- SMILES = [S-][N+]1=CC1.C#N

***

Question: which arrangement is favored energetically? Ranking from most to least stable: model P, model Q.

***

Model P:
Entry from the OMol25 dataset: a cluster of 2 separate species, C3H4N2S in total (ωB97M-V/def2-TZVPD).

```
10
Properties=species:S:1:pos:R:3:nbo_charge:R:1
C 0.0756 0.5462 1.3838 0.225
C 0.6124 0.7269 -0.9970 -0.291
C 0.1157 -0.0344 0.0991 -0.068
N 0.1654 0.8384 2.4894 -0.254
N -1.0665 -0.7237 -0.2525 -0.814
S 1.3922 2.1966 -1.0113 0.114
H 0.2196 0.2608 -1.9938 0.217
H 1.3354 -1.2806 0.6366 0.082
H -1.1407 -1.5319 -0.8425 0.397
H -1.7093 -0.9984 0.4882 0.391
```

- orbital gap (eV) = 7.57
- HOMO level (eV) = -9.3354

***

Model Q:
Entry from the OMol25 dataset: an isolated molecule of C3H4N2S (ωB97M-V/def2-TZVPD).

```
10
Properties=species:S:1:pos:R:3:nbo_charge:R:1
C 0.1760 -1.3352 0.1603 0.045
C -0.5459 -0.0602 0.1662 -0.188
C -1.8828 0.0122 0.0208 0.008
N 1.4286 -1.1667 -0.0763 -0.766
N 0.2388 1.2028 0.0803 -0.853
S -3.4301 0.2142 -0.0144 0.196
H 1.8849 -0.1628 -0.0676 0.389
H 2.0124 -2.0875 0.0301 0.409
H 0.3402 1.3665 -0.9019 0.371
H -0.2221 2.0168 0.6025 0.391
```

- orbital gap (eV) = 7.70
- HOMO level (eV) = -8.0747

***

Model R:
Entry from the OMol25 dataset: an isolated molecule of C3H4N2S (ωB97M-V/def2-TZVPD).

```
10
Properties=species:S:1:pos:R:3:nbo_charge:R:1
H 0.7382 0.4639 -1.5832 0.335
N 0.5840 -0.5432 -1.5628 -0.568
C -0.0674 -0.9591 -0.4216 -0.045
C -0.2250 -2.3731 -0.4351 0.216
N -0.2715 -3.5151 -0.4726 -0.244
S -0.6274 -0.1965 1.0293 0.341
C -0.0995 1.5336 0.8650 -0.747
H -0.6427 2.0138 0.0555 0.231
H 0.9762 1.5777 0.7115 0.234
H -0.3648 1.9981 1.8140 0.247
```

- orbital gap (eV) = 9.61
- HOMO level (eV) = -9.8737
- SMILES = [H]/N=C(/C#N)SC

***

Model S:
Entry from the OMol25 dataset: an isolated molecule of C3H4N2S (ωB97M-V/def2-TZVPD).

```
10
Properties=species:S:1:pos:R:3:nbo_charge:R:1
C -1.6351 -0.3486 -0.0640 0.065
C -0.1731 -1.2727 0.0099 -0.569
C -0.2338 1.3590 0.1411 -0.140
N -1.4631 0.9346 -0.0190 -0.441
N 2.2285 0.2677 -0.3973 -1.138
S 0.9282 0.0412 0.4143 1.151
H -2.5398 -0.9300 -0.3350 0.216
H -0.1616 -2.1685 0.6697 0.236
H -0.0277 2.3502 -0.0285 0.224
H 3.0774 -0.2326 -0.3912 0.397
```

- orbital gap (spin up / spin down) (eV) = 7.09 / 7.12
- HOMO level (spin up / spin down) (eV) = -8.3815 / -8.4239

***

Question: which arrangement is favored energetically? Ranking from most to least stable: model R, model Q, model P, model S.

***

Model P:
Entry from the OMol25 dataset: a cluster of 2 separate species, CH2N2S2 in total (ωB97M-V/def2-TZVPD).

```
7
Properties=species:S:1:pos:R:3:nbo_charge:R:1
S 0.5051 -1.3682 1.2309 0.128
N 1.4115 -2.5440 0.5188 -0.738
S 2.6799 -2.1678 -0.4055 0.197
H 1.2122 -3.4945 0.7934 0.413
C -0.4466 2.3146 -0.7708 0.077
N -1.0447 2.1660 -1.7522 -0.299
H 0.1664 2.5473 0.0291 0.222
```

- orbital gap (eV) = 6.99
- HOMO level (eV) = -9.1502
- SMILES = S=[NH+][S-].C#N

***

Model Q:
Entry from the OMol25 dataset: a cluster of 2 separate species, CH2N2S2 in total (ωB97M-V/def2-TZVPD).

```
7
Properties=species:S:1:pos:R:3:nbo_charge:R:1
S -1.6674 -0.8268 -0.0689 0.310
N -0.2212 -0.6751 0.5379 -0.699
S 0.0374 -0.9488 2.2299 0.272
H 1.4045 -0.6311 2.4328 0.142
C 0.0428 1.1136 -1.7397 0.063
N 0.7154 1.9001 -1.4941 -0.329
H -0.3114 0.0682 -1.8980 0.241
```

- orbital gap (spin up / spin down) (eV) = 7.38 / 7.38
- HOMO level (spin up / spin down) (eV) = -9.1538 / -9.1540
- SMILES = S=NS.C#N

***

Question: which arrangement is favored energetically? Ranking from most to least stable: model P, model Q.